Record 1
{"formula": "C49H57BeFN5O6S3Si", "method": "ωB97M-V with the def2-TZVPD basis set", "elements": ["Be", "F", "C", "C", "C", "C", "O", "C", "C", "N", "C", "C", "C", "C", "C", "C", "N", "C", "C", "N", "C", "C", "C", "O", "O", "H", "H", "H", "H", "H", "H", "H", "H", "H", "H", "H", "H", "H", "H", "H", "H", "H", "H", "S", "C", "C", "C", "C", "C", "C", "N", "C", "C", "C", "C", "C", "C", "C", "C", "N", "C", "C", "C", "C", "C", "S", "C", "H", "H", "H", "H", "H", "H", "H", "H", "H", "H", "H", "H", "C", "C", "C", "C", "O", "Si", "S", "O", "C", "C", "C", "C", "O", "C", "C", "C", "C", "H", "H", "H", "H", "H", "H", "H", "H", "H", "H", "H", "H", "H", "H", "H", "H", "H", "H", "H", "H", "H", "H", "H", "H", "H", "H", "H"], "xyz": [[0.68641, -1.12053, 3.45739], [0.31560, -2.87848, -2.66817], [-0.58876, -2.90405, -1.67583], [-0.17662, -2.66767, -0.39926], [-1.11626, -2.75817, 0.63279], [-0.70904, -2.43724, 1.98085], [0.46225, -2.01471, 2.17417], [-1.66232, -2.53356, 3.02388], [-2.93394, -2.90173, 2.69398], [-3.35369, -3.12494, 1.43206], [-4.74281, -3.44903, 1.18489], [-5.59847, -2.43645, 0.48023], [-5.80123, -2.71171, 1.94047], [-2.45570, -3.06838, 0.36802], [-2.85646, -3.24992, -0.96119], [-1.93117, -3.15370, -1.98873], [-2.38238, -3.25833, -3.33232], [-1.66047, -2.54711, -4.38466], [-2.55165, -2.53967, -5.63700], [-3.96601, -2.78975, -5.20111], [-4.13294, -4.19701, -4.69037], [-2.91493, -4.52074, -3.80839], [-1.30291, -2.25549, 4.48408], [-2.14853, -2.48583, 5.32567], [-0.12014, -1.76788, 4.69330], [0.84296, -2.35656, -0.18301], [-3.67347, -3.00456, 3.47679], [-4.90905, -4.49848, 0.97273], [-6.33443, -2.79400, -0.22684], [-5.12034, -1.50054, 0.22144], [-6.66705, -3.27926, 2.24794], [-5.49137, -1.94530, 2.63670], [-3.89436, -3.41757, -1.21048], [-0.70548, -3.00543, -4.65215], [-1.45844, -1.53512, -4.04148], [-2.29855, -3.33940, -6.33059], [-2.51088, -1.59056, -6.16585], [-4.62543, -2.59897, -5.95295], [-4.16247, -2.15436, -4.42441], [-4.22179, -4.85606, -5.55166], [-5.06318, -4.21579, -4.12552], [-2.16595, -5.08526, -4.37752], [-3.22633, -5.14014, -2.97151], [6.03722, -2.83777, 3.89839], [7.69300, -2.88302, 4.29880], [8.13182, -1.68524, 4.77303], [7.10184, -0.71305, 4.81337], [5.89810, -1.18575, 4.37048], [4.62529, -0.46164, 4.27040], [3.44044, -1.14331, 3.92730], [2.27696, -0.54131, 3.82025], [2.21573, 0.79190, 4.02475], [3.31271, 1.56406, 4.38110], [3.11065, 2.98110, 4.55412], [1.90817, 3.55212, 4.32801], [0.77764, 2.76638, 3.90218], [-0.48701, 3.27120, 3.57194], [-1.48571, 2.42211, 3.13997], [-1.18190, 1.04952, 3.04218], [-0.01266, 0.55118, 3.36493], [0.95048, 1.39287, 3.78237], [-2.82598, 2.91037, 2.78927], [-3.24538, 4.20257, 2.65533], [-4.61675, 4.31582, 2.30978], [-5.22268, 3.10459, 2.19069], [-4.13587, 1.82269, 2.49653], [4.53883, 0.89704, 4.50527], [8.25682, -3.79107, 4.16098], [9.14957, -1.50286, 5.08325], [7.25751, 0.29544, 5.16845], [3.44703, -2.20999, 3.73980], [3.95460, 3.59096, 4.85023], [1.78423, 4.62160, 4.44067], [-0.67293, 4.33443, 3.66075], [-1.92862, 0.34301, 2.69957], [-2.59754, 5.05742, 2.78632], [-5.12681, 5.25549, 2.15940], [-6.25194, 2.89713, 1.94739], [5.42470, 1.46280, 4.76437], [2.70761, 4.65609, -1.34243], [2.73983, 3.28347, -0.67841], [4.09876, 2.62359, -0.89297], [2.44116, 3.40944, 0.81249], [1.69047, 2.52706, -1.28874], [1.53513, 0.87930, -1.42172], [1.86164, -0.22016, 0.26762], [2.48847, 0.31657, -2.64607], [2.42472, 0.47078, -4.05952], [2.05108, 1.89888, -4.45173], [3.81436, 0.13124, -4.58209], [1.40071, -0.51900, -4.62044], [-0.01476, 0.77102, -2.07331], [-1.19664, 1.45692, -1.68586], [-1.27391, 1.64473, -0.17472], [-2.36173, 0.57996, -2.14184], [-1.27082, 2.80742, -2.39693], [3.46088, 5.31604, -0.90771], [1.72420, 5.11143, -1.21083], [2.90143, 4.56058, -2.41135], [4.88682, 3.23592, -0.44940], [4.30340, 2.51158, -1.95845], [4.12000, 1.63334, -0.43352], [3.21198, 4.00593, 1.30673], [2.40480, 2.41423, 1.26220], [1.47363, 3.89866, 0.95846], [2.78024, 2.60380, -4.05135], [1.07001, 2.16380, -4.05791], [2.03568, 1.99697, -5.53981], [4.54691, 0.82062, -4.16051], [3.85115, 0.20171, -5.67086], [4.08541, -0.88131, -4.28074], [0.40900, -0.27635, -4.23534], [1.66344, -1.52997, -4.30226], [1.39038, -0.48096, -5.71311], [-1.19010, 0.67456, 0.32133], [-2.21931, 2.12078, 0.09585], [-0.44828, 2.26645, 0.17555], [-2.32032, -0.38361, -1.62419], [-2.28108, 0.41960, -3.22131], [-3.31877, 1.05875, -1.92359], [-0.41481, 3.41554, -2.11182], [-2.19137, 3.33647, -2.13858], [-1.24520, 2.65878, -3.47885]], "forces_ev_per_a": [[-0.5120, -0.1677, 0.5501], [0.0061, -0.0609, 0.0395], [-0.0279, 0.0671, -0.0517], [-0.0599, -0.0879, 0.0943], [0.0174, -0.0217, 0.1353], [-0.0522, 0.2311, 0.0742], [0.3619, -0.1865, -0.0455], [0.0925, -0.0610, 0.0036], [-0.0372, 0.0405, 0.0248], [-0.0675, -0.0094, -0.0146], [0.0344, -0.0226, -0.0044], [0.0169, 0.0326, 0.0096], [-0.0301, -0.0135, 0.0087], [0.0145, 0.0130, -0.0806], [-0.0074, -0.0222, 0.0006], [-0.0008, -0.0086, -0.0407], [0.0592, 0.0320, 0.0196], [-0.0100, -0.0788, 0.0191], [0.0334, 0.0034, -0.0055], [0.0146, 0.0005, -0.0042], [-0.0065, -0.0249, 0.0389], [-0.0261, 0.0264, -0.0055], [-0.2654, 0.0063, -0.0829], [0.1305, -0.0128, -0.0254], [0.0399, -0.0450, -0.3366], [0.0014, -0.0354, -0.0346], [0.0119, -0.0074, 0.0150], [-0.0054, 0.0067, -0.0068], [0.0008, -0.0100, 0.0058], [-0.0071, 0.0055, -0.0074], [0.0012, 0.0052, 0.0079], [0.0056, 0.0049, -0.0023], [-0.0081, 0.0004, 0.0319], [-0.0292, 0.0108, 0.0073], [0.0306, 0.0345, 0.0060], [-0.0222, 0.0000, -0.0160], [-0.0057, 0.0110, 0.0097], [-0.0197, 0.0130, -0.0093], [0.0100, 0.0092, 0.0106], [0.0079, 0.0185, -0.0168], [-0.0045, -0.0093, -0.0131], [0.0029, -0.0039, 0.0058], [-0.0007, -0.0036, 0.0075], [-0.0093, 0.0114, -0.0156], [0.0040, 0.0102, 0.0089], [-0.0102, -0.0079, -0.0062], [0.0444, 0.0388, 0.0388], [-0.0584, -0.0516, -0.0362], [0.0514, -0.0070, 0.0037], [-0.0360, -0.1004, 0.0295], [0.0874, 0.0463, 0.0199], [0.1003, -0.0363, -0.0470], [-0.0351, 0.0280, -0.0177], [0.0855, -0.0438, -0.0213], [-0.0861, 0.0143, -0.0359], [0.0614, -0.0017, 0.0328], [0.0099, 0.0924, 0.0552], [-0.0620, -0.0162, -0.0266], [-0.0703, -0.0572, 0.1371], [0.1464, 0.0756, -0.2287], [-0.0167, 0.0803, -0.1333], [-0.0112, -0.1035, 0.0194], [0.0301, 0.0628, -0.0421], [-0.0110, -0.0140, 0.0015], [0.0076, 0.0032, -0.0129], [0.0277, 0.0098, 0.0358], [0.0251, 0.0510, -0.0157], [-0.0028, 0.0030, -0.0001], [-0.0034, 0.0050, 0.0005], [-0.0024, -0.0040, 0.0010], [-0.0128, 0.0086, 0.0046], [0.0058, -0.0109, 0.0032], [-0.0130, -0.0021, 0.0033], [0.0052, -0.0069, 0.0146], [0.0007, -0.0065, -0.0047], [0.0001, -0.0075, -0.0105], [0.0059, -0.0019, 0.0041], [0.0028, -0.0022, 0.0031], [-0.0052, 0.0047, -0.0008], [-0.0133, -0.0474, 0.0310], [-0.0332, 0.0392, 0.0039], [-0.0205, -0.0277, 0.0116], [0.0151, -0.0105, 0.0256], [0.1328, 0.0671, -0.0008], [-0.1429, -0.2667, 0.0198], [0.1089, 0.4847, -0.0334], [-0.0072, -0.0235, -0.1201], [-0.0630, 0.0820, 0.0496], [0.0082, -0.0378, -0.0119], [0.0006, -0.0153, 0.0188], [0.0407, -0.0247, -0.0070], [-0.0660, -0.0325, 0.0037], [-0.0116, 0.0239, -0.0062], [0.0111, -0.0144, -0.0221], [0.0320, -0.0677, 0.0766], [0.0625, -0.0473, 0.0155], [-0.0052, -0.0027, -0.0034], [0.0015, 0.0068, -0.0008], [0.0044, 0.0036, -0.0119], [-0.0027, 0.0026, -0.0042], [0.0020, 0.0033, -0.0165], [0.0078, 0.0123, -0.0015], [-0.0123, 0.0023, 0.0220], [0.0083, 0.0151, -0.0033], [-0.0007, 0.0030, -0.0029], [0.0042, 0.0054, 0.0097], [0.0033, 0.0049, -0.0007], [0.0021, 0.0089, 0.0057], [0.0020, -0.0064, -0.0064], [0.0057, 0.0003, -0.0058], [0.0117, 0.0044, -0.0038], [0.0294, 0.0403, 0.0140], [0.0000, 0.0329, -0.0222], [0.0024, 0.0136, -0.0116], [0.0135, -0.0088, -0.0044], [-0.0106, 0.0056, 0.0083], [-0.0042, 0.0024, 0.0029], [-0.0077, 0.0023, -0.0534], [-0.0478, -0.0151, -0.0181], [-0.0228, 0.0062, -0.0215], [0.0229, 0.0333, -0.0077], [-0.0002, -0.0173, 0.0064], [-0.0053, 0.0164, -0.0070]], "relative_energy_kcal_mol": 12.9, "homo_energy_ev": -8.389, "total_charge": 1, "homo_lumo_gap_ev": 5.4150}



Record 2
{"formula": "C49H58AlNO2P4", "method": "ωB97M-V with the def2-TZVPD basis set", "elements": ["Al", "C", "C", "C", "P", "C", "C", "C", "C", "C", "C", "C", "C", "C", "N", "C", "C", "C", "C", "C", "C", "P", "C", "C", "C", "C", "C", "C", "H", "H", "H", "H", "H", "H", "H", "H", "H", "H", "H", "H", "H", "H", "H", "H", "H", "H", "H", "H", "H", "H", "H", "H", "H", "H", "H", "H", "H", "H", "H", "H", "H", "H", "H", "H", "O", "P", "C", "P", "O", "C", "C", "C", "C", "C", "C", "C", "C", "C", "C", "C", "C", "C", "C", "C", "C", "C", "C", "C", "C", "C", "C", "C", "C", "H", "H", "H", "H", "H", "H", "H", "H", "H", "H", "H", "H", "H", "H", "H", "H", "H", "H", "H", "H", "H", "H"], "xyz": [[0.02577, -0.02500, -0.29136], [-3.65076, -2.35264, -0.76246], [-2.66521, -2.70817, 0.35084], [-3.05058, -2.09622, 1.69681], [-0.92315, -2.30959, -0.11812], [-0.44949, -3.60056, -1.36456], [-1.03416, -4.99998, -1.15955], [-0.78765, -3.12025, -2.79541], [0.04078, -2.55564, 1.39711], [0.50197, -3.77789, 1.88392], [1.29674, -3.83157, 3.01582], [1.66335, -2.64456, 3.64171], [1.19400, -1.42378, 3.18311], [0.32355, -1.35844, 2.09232], [-0.22597, -0.16593, 1.56884], [-0.66216, 0.90404, 2.36142], [-0.88195, 0.81560, 3.74723], [-1.33792, 1.89869, 4.47717], [-1.61952, 3.11662, 3.86496], [-1.47629, 3.20974, 2.49602], [-0.99954, 2.13497, 1.73705], [-1.06789, 2.15028, -0.06423], [-2.83319, 2.51156, -0.50862], [-3.77788, 1.63446, 0.31826], [-3.11350, 2.26457, -1.99926], [-0.03179, 3.54240, -0.70102], [-0.23132, 4.89430, -0.01914], [-0.15364, 3.68135, -2.22681], [-4.65392, -2.68534, -0.48842], [-3.39336, -2.82509, -1.71238], [-3.68959, -1.26946, -0.91956], [-2.63358, -3.79273, 0.48106], [-3.15684, -1.01427, 1.63619], [-2.31718, -2.32059, 2.47261], [-4.01147, -2.50657, 2.01519], [0.63126, -3.66497, -1.25835], [-2.12741, -4.98745, -1.16740], [-0.70310, -5.48300, -0.24378], [-0.71307, -5.62823, -1.99336], [-1.79305, -3.44086, -3.07839], [-0.09163, -3.55944, -3.51348], [-0.74220, -2.03549, -2.89720], [0.24109, -4.69756, 1.37930], [1.63411, -4.78570, 3.40114], [2.32078, -2.67063, 4.50351], [1.50417, -0.51124, 3.67666], [-0.73159, -0.12434, 4.25506], [-1.49672, 1.78210, 5.54395], [-1.98120, 3.96020, 4.44242], [-1.77845, 4.12371, 1.99747], [-2.99817, 3.56395, -0.26325], [-3.64236, 0.59118, 0.02432], [-4.81451, 1.90460, 0.10307], [-3.61922, 1.71933, 1.39222], [-2.79439, 1.25770, -2.29128], [-2.62711, 2.97902, -2.65945], [-4.18906, 2.33524, -2.17770], [0.97490, 3.21003, -0.45355], [-1.26592, 5.23991, -0.09879], [0.39649, 5.63392, -0.52264], [0.05842, 4.87418, 1.03046], [-1.03202, 4.27324, -2.48384], [-0.23165, 2.72262, -2.74792], [0.71226, 4.22261, -2.62354], [0.30628, 0.07860, -2.14737], [1.47262, 0.33008, -3.10900], [2.64541, 1.53165, -2.38785], [3.00373, 1.11485, -0.64874], [1.82999, 0.31974, -0.08330], [3.19575, 2.62744, 0.27272], [3.55023, 3.84663, -0.30091], [3.67826, 4.96780, 0.50497], [3.45038, 4.87061, 1.87116], [3.09820, 3.65309, 2.44382], [2.97376, 2.52505, 1.64915], [4.51055, 0.17752, -0.53873], [4.58334, -0.96660, 0.24898], [5.79750, -1.62348, 0.37894], [6.92412, -1.14116, -0.27460], [6.85533, 0.01402, -1.04746], [5.64951, 0.68323, -1.17371], [2.42898, -1.13291, -3.46236], [2.60306, -2.11698, -2.49649], [3.38941, -3.22324, -2.77136], [4.01128, -3.33984, -4.00878], [3.85163, -2.35133, -4.97271], [3.05973, -1.24597, -4.70495], [0.87532, 1.00724, -4.63582], [-0.18977, 0.33797, -5.24666], [-0.69447, 0.81058, -6.44628], [-0.13505, 1.93969, -7.03571], [0.92805, 2.59920, -6.43240], [1.43824, 2.13611, -5.22919], [2.19572, 2.52587, -2.43680], [3.56572, 1.51541, -2.97684], [3.72566, 3.93086, -1.36976], [3.95241, 5.91877, 0.06507], [3.55023, 5.75001, 2.49599], [2.91777, 3.58264, 3.50943], [2.68380, 1.57337, 2.08531], [3.69747, -1.32962, 0.76263], [5.87170, -2.51012, 0.99844], [7.86844, -1.66435, -0.17711], [7.74501, 0.39703, -1.53435], [5.60106, 1.60722, -1.74550], [2.13602, -2.00388, -1.52924], [3.52515, -3.99320, -2.01901], [4.62632, -4.20656, -4.22300], [4.33423, -2.44818, -5.93761], [2.91138, -0.48706, -5.46698], [-0.61934, -0.54338, -4.77993], [-1.52117, 0.30010, -6.92428], [-0.53227, 2.30850, -7.97422], [1.35846, 3.47548, -6.90150], [2.26800, 2.65798, -4.76544]], "forces_ev_per_a": [[-0.1356, 0.3724, -0.2187], [0.0304, 0.0067, 0.0045], [0.0113, 0.2845, 0.1154], [-0.0871, 0.0180, 0.0190], [0.0705, -0.2859, -0.0936], [-0.2311, 0.1262, -0.1587], [-0.0405, 0.0002, -0.0396], [0.0194, -0.0135, 0.1092], [-0.0195, 0.0484, 0.0116], [0.0858, 0.0684, -0.1286], [0.0418, 0.0203, 0.0698], [0.0029, -0.0567, 0.0009], [-0.0127, 0.0905, 0.0329], [-0.0730, 0.1577, -0.0575], [-0.1157, 0.0774, 0.3561], [0.0506, -0.0931, -0.1570], [0.0117, -0.0345, -0.0664], [0.0292, -0.0342, -0.0110], [-0.0259, 0.0608, 0.0749], [-0.0735, -0.0623, -0.0409], [-0.0017, -0.0860, -0.0223], [-0.2001, 0.1225, 0.2147], [0.0247, -0.2596, -0.1059], [0.0766, 0.0372, -0.0207], [0.0123, 0.0286, 0.0127], [-0.1046, -0.0889, -0.1192], [-0.0226, 0.0398, -0.0447], [0.0564, 0.0250, 0.0729], [0.0379, 0.0287, -0.0026], [-0.0312, 0.0345, 0.0579], [0.0086, -0.1496, -0.0155], [-0.0095, -0.0161, -0.0102], [0.0245, 0.0860, -0.0212], [-0.0573, -0.0170, -0.0347], [0.0347, 0.0201, -0.0307], [0.2032, 0.0130, -0.0259], [0.1207, -0.0136, -0.0516], [-0.0275, 0.0083, 0.0526], [-0.0195, -0.0110, 0.0421], [0.0746, 0.0288, 0.0316], [-0.0270, -0.0224, 0.0400], [0.0501, -0.0115, 0.0099], [0.0142, 0.0013, -0.0206], [0.0001, 0.0645, -0.0293], [-0.0447, 0.0051, -0.0476], [-0.0825, -0.0052, 0.0336], [0.0868, -0.0682, 0.0167], [0.0168, 0.0032, -0.0822], [0.0312, -0.1073, -0.0662], [0.0291, -0.0601, 0.0361], [-0.0120, 0.0281, 0.0056], [-0.0433, -0.0101, 0.0985], [0.0875, -0.0025, -0.0082], [0.0231, 0.0118, -0.0041], [-0.0283, 0.0518, 0.0221], [-0.0275, -0.0560, 0.0359], [0.0637, -0.0084, 0.0194], [0.0979, -0.0409, -0.0047], [0.0634, -0.0011, 0.0103], [-0.0267, -0.0031, 0.0240], [-0.0143, -0.0212, -0.0452], [0.0295, -0.0082, -0.0215], [-0.0182, 0.0853, 0.0532], [-0.0470, -0.0024, 0.0503], [0.0621, -0.1891, -0.1034], [0.0859, 0.0654, 0.0726], [-0.0238, -0.1165, 0.0952], [-0.0440, 0.0209, 0.0126], [0.2172, -0.1917, 0.0530], [-0.0302, -0.0560, 0.0890], [0.0670, -0.0491, -0.0432], [0.0060, 0.0441, -0.0697], [-0.0007, -0.0158, 0.0664], [-0.0150, 0.0103, 0.0173], [-0.0442, 0.0456, -0.0478], [0.0768, 0.1569, -0.1940], [-0.1714, -0.0314, 0.0495], [0.0826, -0.0724, 0.0190], [0.0143, -0.0149, -0.0223], [0.0203, 0.0283, 0.0025], [-0.0303, -0.0661, 0.0408], [-0.0388, 0.0690, -0.1677], [0.0642, 0.0101, 0.0136], [0.0568, -0.0681, 0.0693], [0.0199, -0.0271, 0.0038], [0.0204, -0.0147, -0.0090], [-0.1029, -0.0241, -0.0164], [-0.0422, 0.0288, -0.0234], [0.0318, 0.0418, 0.0243], [0.0003, 0.0013, 0.0043], [-0.0174, 0.0039, -0.0175], [-0.0056, 0.0409, -0.0635], [-0.0274, -0.0366, -0.0150], [0.0033, -0.0221, 0.0482], [-0.0301, 0.0315, -0.0101], [0.0015, 0.0103, 0.0796], [-0.0038, -0.0432, 0.0294], [-0.0105, -0.0439, -0.0325], [0.0127, 0.0166, -0.0487], [0.0183, 0.0820, -0.0136], [0.0623, 0.0015, -0.0381], [-0.0347, 0.0624, -0.0621], [-0.0638, 0.0477, 0.0152], [-0.0896, -0.0381, 0.0283], [0.0420, -0.0997, 0.0193], [-0.0543, -0.0537, 0.1433], [-0.0131, 0.0675, -0.0680], [-0.0531, 0.0635, 0.0125], [-0.0245, 0.0042, 0.0609], [0.0319, -0.0704, 0.0519], [0.0116, 0.0607, -0.0521], [0.0395, 0.0271, 0.0205], [0.0306, -0.0288, 0.0595], [-0.0205, -0.0480, 0.0314], [-0.0485, -0.0253, -0.0425]], "homo_energy_ev": -11.851, "total_charge": 2, "homo_lumo_gap_ev": 7.3947}